Entry from the OMol25 dataset: a cluster of 8 separate species, C26H58N7O10 in total (ωB97M-V/def2-TZVPD).

```
101
Properties=species:S:1:pos:R:3:lowdin_charge:R:1
C -6.1061 5.5959 2.4669 -0.069
N 3.3243 -0.4401 0.7068 -0.181
C -5.5184 -7.8358 -1.5707 -0.072
H -5.5088 -7.3111 -2.5238 0.078
C 0.2795 6.4811 4.4567 -0.033
C 2.2557 1.4637 -8.3405 -0.062
H 1.8372 -0.6199 2.1934 0.063
H 3.6478 -2.3204 -0.0108 0.137
H -5.8809 6.6521 2.3314 0.076
H 2.8838 -2.0157 2.0066 0.087
C 3.3633 0.9872 0.4638 -0.046
C 2.3309 5.5129 5.2643 -0.355
N 1.7352 6.4793 4.5398 -0.196
H -1.4828 -4.7601 0.2896 0.081
H -3.6704 -2.3412 1.9969 0.094
O -0.8797 -3.7915 1.9427 -0.069
H 3.5222 -0.5565 2.7931 0.084
H -7.0799 5.5059 2.9539 0.086
O -3.1254 5.2228 4.4138 0.010
H 2.0171 -0.9728 -7.7031 0.087
H -2.7686 -3.2218 -0.7195 0.102
C 2.4894 7.5023 3.8495 -0.068
H -1.7104 -2.1269 0.1441 0.110
O 6.1229 -4.7242 -4.1974 -0.011
H 4.9010 -0.7460 -4.8979 0.060
N 5.9871 -2.5267 -4.7338 -0.185
H 5.6042 -3.2671 -2.8684 0.133
O 5.4737 0.4928 -7.1074 0.005
H -6.1628 5.1214 1.4850 0.090
C 3.7085 -1.2545 -0.2774 -0.343
H -1.5376 0.0618 3.9904 0.079
H -0.1598 6.5719 5.4495 0.096
H -5.0783 -0.6416 0.6678 0.059
N -4.2896 -7.5684 -0.8596 -0.201
H -3.9295 -7.3783 1.1992 0.093
H -3.1799 -8.7831 0.4440 0.091
C -0.9750 -2.5320 2.6062 -0.783
N 3.3198 0.6496 -7.7913 -0.193
H -6.3813 -7.4935 -0.9944 0.087
H 7.3430 -3.2580 -6.1584 0.087
H -3.8994 -0.7709 -0.6141 0.065
H -0.0833 5.5520 4.0194 0.077
H -2.7369 -4.6350 1.4886 0.111
H -5.2268 3.3973 4.6489 0.093
H 0.3845 3.2153 4.4429 0.062
H -0.0394 7.3182 3.8410 0.085
H 1.4178 1.5208 -7.6434 0.091
H -3.4228 -0.2070 1.0358 0.037
O -1.7774 -2.4736 3.5442 -0.020
C 2.8653 -0.9299 2.0020 -0.045
N -0.8169 1.9195 3.3248 -0.173
H 2.2979 7.4630 2.7750 0.087
O -0.1840 -1.6891 2.1530 -0.033
H 2.2175 8.4949 4.2160 0.086
C 6.3606 -2.7847 -6.1121 -0.049
H 5.4523 -1.1342 -3.2628 0.055
H 2.7184 1.2481 -0.3768 0.091
C -4.0278 5.6751 3.7367 -0.365
H -4.3128 3.0221 3.1821 0.075
H 4.3789 1.3059 0.2208 0.087
C -1.9126 -4.0882 1.0173 -0.231
C -5.1809 3.5513 3.5706 -0.021
O 1.7268 4.6379 5.8494 0.012
H 6.6059 -0.5432 -4.4791 0.091
C -2.4760 -2.8848 0.2784 -0.190
H -3.5728 -6.3526 -2.3533 0.133
H 3.5532 7.3488 4.0181 0.079
H 1.8985 1.0438 -9.2832 0.087
N -5.0759 4.9760 3.2705 -0.194
H -6.0802 3.1563 3.1067 0.086
H -4.0607 6.7396 3.4380 0.127
C -3.3218 -6.7715 -1.3623 -0.341
O -2.2872 -6.5201 -0.7868 0.027
C 4.5529 1.1375 -7.5707 -0.346
C 5.7203 -1.1603 -4.3164 -0.049
C -1.4828 2.0551 2.1723 -0.347
O -2.5827 1.5713 1.9788 -0.012
H 3.4327 5.5864 5.2711 0.131
H -2.3820 1.4765 4.6496 0.083
C -4.0734 -8.1581 0.4512 -0.039
H -4.5702 -2.9491 0.6040 0.093
C -1.4071 1.0816 4.3605 -0.017
H -0.7487 1.0749 5.2253 0.088
H 5.6441 -3.4628 -6.5798 0.087
C 5.9009 -3.5647 -3.8871 -0.353
C 3.0516 -0.7435 -7.4635 -0.029
H 3.0230 1.5050 1.3532 0.073
H 2.6241 2.4705 -8.5250 0.080
C -4.0359 -0.8864 0.4592 -0.111
H -5.6300 -8.9062 -1.7629 0.084
C 0.4536 2.5608 3.5749 -0.064
H 3.7106 -1.4008 -8.0315 0.093
H 6.3780 -1.8421 -6.6526 0.065
H -4.9375 -8.7625 0.7170 0.081
H 1.2259 1.8137 3.7667 0.086
H 0.7429 3.1501 2.7043 0.079
H 3.2228 -0.9276 -6.4040 0.084
O 4.0933 -0.8720 -1.3771 -0.028
H -0.9423 2.6459 1.4103 0.131
C -3.7431 -2.3081 0.9156 -0.266
H 4.6559 2.2000 -7.8510 0.132
```

Results
LUMO energy (eV): 2.03
HOMO level (Eh): -0.156
Total charge: -1
Energy (Ha): -2161.24175

Entry from the OMol25 dataset: a cluster of 10 separate species, C26H59N8O16 in total (ωB97M-V/def2-TZVPD).

```
109
Properties=species:S:1:pos:R:3:lowdin_charge:R:1
H -4.1828 -2.5390 -4.0163 0.114
H -1.7033 0.8117 7.2138 0.134
H -5.6409 -3.5419 -4.3416 0.112
C 4.6333 0.1004 6.3776 -0.045
H -8.4014 0.1809 1.4243 0.086
H -2.1186 0.9183 9.8597 0.077
H 4.8090 -2.6257 -8.3256 0.143
C -3.8339 4.6896 -4.4016 -0.103
N -3.7858 5.5872 -5.4813 -0.014
C -3.4076 -2.6122 -6.5060 -0.008
O 0.4709 -0.4975 -0.2276 -0.081
O -3.1131 7.1559 -6.8942 0.018
H 9.5449 1.8559 8.4096 0.093
O -0.0151 -0.5210 -2.2501 -0.082
N 0.0390 -5.6928 -2.5779 0.006
H 4.1118 3.0999 -2.7634 0.078
O 5.7832 0.9059 6.6093 0.010
O 7.5859 1.5797 7.6584 -0.006
H -0.6401 -5.1673 -0.0744 0.087
C -2.5209 -0.5934 8.3543 -0.548
H -0.2015 -4.7146 -2.5040 0.142
O -8.6883 -3.7577 2.6842 0.012
H 5.0738 -2.1694 -6.0491 0.088
H 8.1806 1.8093 9.6649 0.096
H 1.9877 -5.8502 -3.1260 0.082
O -8.3490 -1.7948 2.0004 -0.009
C 6.5293 -3.2878 -8.8034 -0.569
C -2.4699 5.3688 2.8027 -0.079
N -4.9152 -2.8944 -4.6142 0.148
H 3.9601 0.0234 7.2314 0.090
H -0.8005 4.0881 3.4229 0.147
O -4.8953 -4.4844 -6.1362 -0.002
N -2.4342 0.1147 7.2084 -0.012
H 6.6435 1.1916 0.3746 0.087
O 6.2585 0.0181 8.6242 0.108
N 5.4677 1.7095 -1.3203 0.000
H -3.2130 0.2704 5.1389 0.079
H 4.4851 1.4874 -1.2485 0.139
C 8.5745 1.4607 8.7103 -0.029
H -4.5163 4.8843 -3.5742 0.085
H -8.1746 -5.6435 2.0399 0.108
H -9.1172 -5.4894 3.5726 0.095
C -1.1665 -5.9946 -0.5505 -0.011
H -1.3819 -6.6648 0.2816 0.081
N 5.7219 -2.7248 -7.9050 0.007
H -3.1627 -1.6734 -6.0093 0.080
H -1.2444 7.7002 -4.9535 0.080
H -2.9297 4.5574 2.2384 0.088
O -1.5997 -0.5559 -0.8503 -0.122
H 0.9722 -5.2292 -4.4128 0.077
H -3.9239 -1.0231 6.2333 0.088
C -3.0634 -0.4026 5.9831 -0.044
C 8.0418 -3.4699 -8.4842 -0.010
H -2.1425 -0.8805 5.6487 0.088
O 6.1758 -3.6708 -9.8922 0.035
H -1.1544 7.3584 4.4575 0.085
C 1.0258 -5.9779 -3.6225 -0.067
C -4.3894 -3.4296 -5.7159 -0.616
H -0.8323 6.0216 -5.0891 0.087
H -2.5454 6.8261 5.4335 0.075
H -2.1038 -5.6711 -1.0032 0.086
H -0.9352 7.0557 6.1811 0.083
H 5.4151 0.0103 -0.2920 0.086
O -9.0052 -3.3824 0.4582 0.106
H 4.9623 4.5471 -2.0564 0.087
C -2.9078 6.5216 -5.8644 -0.543
C 5.9713 -2.0424 -6.6546 -0.070
N -1.3520 4.9140 3.6067 0.007
C -1.6984 -0.0296 9.5234 -0.015
H -4.1550 3.7891 -4.9250 0.093
C -8.7273 -3.0505 1.6048 -0.598
H 5.5042 3.9571 -3.6082 0.085
C -8.9964 -5.1386 2.5477 -0.021
O 0.0124 -7.7601 -1.6738 0.011
C 5.0488 3.6484 -2.6672 -0.002
H 8.1123 -4.1006 -7.5980 0.071
C -0.3163 -6.5649 -1.6348 -0.575
H -3.2420 5.8053 3.4363 0.073
O -0.1548 4.7462 5.3777 0.052
H 4.7666 -0.9615 6.1711 0.096
C -1.6785 6.7009 -4.9860 -0.002
H 8.6960 -3.9087 -9.2376 0.073
H -2.0847 6.5708 -3.9829 0.065
H -2.1987 6.1957 2.1465 0.077
H -4.6153 5.5185 -6.0534 0.145
C -8.1692 -0.7965 1.0013 -0.063
H -7.1959 -0.6799 0.5249 0.097
C -1.4694 6.7283 5.2892 0.002
H 1.0464 -6.9427 -4.1294 0.081
N -0.3720 -0.4487 -1.1037 -0.714
H -8.9059 -0.8789 0.2022 0.087
H -1.6710 -0.7112 10.3736 0.077
H -9.9916 -5.1726 2.1045 0.101
O -3.2548 -1.5702 8.5843 0.005
H 4.0738 0.5685 5.5678 0.098
H 6.8760 -2.4053 -6.1668 0.082
H 6.9407 0.2084 -1.0990 0.083
C 5.9910 2.7632 -1.9150 -0.604
H 6.1313 -0.9714 -6.7788 0.080
C 6.5002 0.7952 7.7222 -0.598
H -2.5861 -3.3170 -6.6343 0.085
C 6.1939 0.7410 -0.5103 -0.062
H 8.7665 0.3952 8.8367 0.088
H -0.6851 0.1342 9.1568 0.070
H 8.5334 -2.5130 -8.3088 0.070
H -2.8647 4.4715 -3.9531 0.089
C -0.9761 5.3837 4.8016 -0.611
O 7.1761 3.0560 -1.8188 0.023
H -3.8064 -2.4094 -7.5000 0.086
```

Results
LUMO energy (eV): 1.70
HOMO level (Eh): -0.186
Total charge: -1
Energy (Ha): -2667.91789

Entry from the OMol25 dataset: a cluster of 7 separate species, C26H61Cl8N3 in total (ωB97M-V/def2-TZVPD).

```
98
Properties=species:S:1:pos:R:3:lowdin_charge:R:1
H 1.5198 -1.6313 3.7506 0.006
H -3.0290 2.8354 -4.9657 -0.001
H -4.1878 -2.3820 -4.4745 0.072
H -3.2193 -1.7276 -1.2334 0.094
C -3.6259 -2.5823 -0.7273 -0.248
H 3.6164 0.0577 -0.3503 0.004
Cl -1.5994 2.0771 -1.6809 0.676
C 3.5911 -1.4221 3.6348 -0.291
H -0.6176 3.4969 2.3305 0.106
H 4.6213 0.0966 -1.7245 0.101
H -3.2109 -5.8699 -0.1574 0.034
H 2.0109 -0.1725 4.3819 0.079
H -5.6110 -2.0443 -0.4004 0.049
H 5.8002 -0.1960 4.7014 0.107
C -2.7582 2.4212 -2.8563 -0.760
Cl -2.9244 0.6217 3.0815 0.538
C 6.5063 -2.1238 4.4087 -0.112
C 2.7477 1.4228 -1.7029 -0.243
C 2.1971 -0.9056 3.6140 -0.102
H -3.5214 1.5625 -2.8328 0.079
H 1.7056 3.5563 -1.6788 0.046
C 3.9896 -2.8769 5.5688 -0.227
H 3.0349 -2.1487 7.4057 0.076
H -7.2954 0.9138 -0.2654 0.035
H 1.6687 1.2907 -1.2068 0.138
H 4.8993 1.7468 -2.9847 0.081
C -3.4466 -5.7941 -1.1601 -0.115
H 1.6937 4.2615 3.0370 0.087
H 3.3488 2.1811 -1.2467 0.060
C 1.7529 2.6731 -3.6096 -0.359
H -5.2394 -2.9015 0.6870 -0.029
N 2.7697 1.7317 -3.2121 -0.179
H -4.5844 -1.2551 0.8695 0.108
C 4.3938 1.6192 -5.1093 -0.051
H 3.3637 -2.5554 3.3295 0.150
C -2.9067 -3.4913 -2.8254 -0.157
H -2.8060 -3.0478 0.0418 0.127
C 5.6141 -1.1971 4.8485 -0.331
N 4.2392 -1.5482 4.8782 -0.139
C -6.4869 1.4044 -0.6307 -0.601
C 3.9373 -2.6493 7.0589 -0.077
H 0.8638 1.9536 -3.4567 0.104
C 1.3735 4.5550 1.9877 -0.751
H 4.1273 3.2587 -3.4261 0.146
H 4.5550 -3.7306 5.3276 0.091
H -2.0511 2.0668 1.6833 -0.009
H 4.7919 -2.1586 7.3887 0.030
H 5.9323 -1.0079 5.9376 0.135
H -3.8373 -6.7745 -1.5273 0.090
H -1.8635 -3.5725 -2.4826 0.105
H 3.7443 1.9986 -5.9541 0.103
Cl 2.0409 3.2551 1.0872 0.652
C -2.3884 2.5869 -4.2821 -0.593
H -0.2788 0.5452 0.4368 0.005
H 0.3647 3.9989 -2.8656 0.071
C -2.2186 1.0491 1.4921 -0.681
Cl -0.6447 5.0302 0.3943 0.530
H 6.3852 -3.0885 4.5536 0.038
C -4.4284 -4.7002 -1.2007 -0.307
H -2.4170 -5.7092 -1.6712 0.106
H 2.8943 -0.6343 -1.6701 0.073
Cl -6.6799 1.8470 -2.3663 0.544
H 7.5723 -1.9038 4.6783 0.127
H -2.4217 -2.4548 -4.9133 0.103
H -5.5872 0.7685 -0.4943 0.065
H 3.1679 -3.3983 5.2367 0.081
C 1.4029 3.6831 -2.7250 -0.164
H 4.3797 0.6908 -5.1325 -0.020
N -3.9676 -3.5214 -1.7854 -0.236
C 4.1330 2.0925 -3.6528 -0.206
Cl -0.8028 -1.3585 1.4022 0.607
H -5.0464 -5.1039 -2.1161 0.136
H -3.1707 -1.5702 -3.7114 -0.130
Cl -5.0231 3.7108 -0.2705 0.604
H -0.4256 5.3195 2.8566 0.086
H 4.1058 -3.6744 7.5462 0.103
H -3.1645 3.4116 -2.5246 0.062
C -0.9176 0.3537 1.2490 -0.750
H -1.6674 3.2886 -4.5893 0.065
H 4.1115 -0.8923 2.8834 0.101
H 5.2496 1.7518 -5.6283 0.031
C -6.3347 2.7052 0.1586 -0.733
C 3.5468 0.1606 -1.3399 -0.085
H 6.5579 -2.0283 3.4229 0.046
C -4.7951 -2.2173 0.2167 -0.077
H 1.8041 3.1251 -4.6943 0.165
Cl -1.9680 0.9654 -4.9199 0.580
H -3.0730 1.0570 0.5950 0.110
H -3.1214 -4.5325 -3.2852 0.114
H -5.3057 -4.5542 -0.5795 0.122
H 1.9152 4.2889 -3.3623 0.040
H 1.6609 5.5241 1.8211 0.039
C -0.1538 4.5876 2.0670 -0.619
C -3.1899 -2.3768 -4.0578 -0.022
H -7.1862 3.4084 -0.1694 0.083
H -6.3170 2.5124 1.2182 0.069
H -0.1411 0.6220 2.1335 0.095
H 1.9557 -0.6573 2.4878 0.097
```

Results
LUMO energy (eV): 0.46
SMILES: CCN(CC)CC.CCN(CC)CC.CCN(CC)CC.ClCCCl.ClCCCl.ClCCCl.ClCCCl
HOMO level (Eh): -0.279
Relative energy (zero: lowest compared OMol25 entry of this formula, charge and spin) (kJ/mol): 1346.58
Energy (Ha): -4872.44481

Entry from the OMol25 dataset: a structure of composition C26H61N3O6 (ωB97M-V/def2-TZVPD).

```
96
Properties=species:S:1:pos:R:3:lowdin_charge:R:1
H 0.8652 14.2480 31.2920 0.098
H -0.1419 14.3644 25.9199 0.094
H -4.6946 13.8382 32.4752 0.068
H -1.2338 14.8813 32.0960 -0.188
N -2.2693 10.8410 30.1710 -0.158
H -1.2736 13.6411 34.4826 0.088
H -2.9586 15.4917 29.9307 0.085
H -3.6471 17.6306 30.7190 0.122
H -2.0465 11.6061 26.8706 0.072
C -3.2236 13.5427 29.9317 -0.134
H 0.0496 15.8536 28.1995 0.094
O -4.5894 15.6236 31.4621 -0.230
N 0.6059 11.2796 37.6515 -0.103
C -1.6555 11.4787 27.8801 -0.025
H -0.7403 13.0075 32.8643 0.034
H 0.1324 11.5995 30.3695 0.094
H -4.1122 9.5151 29.2729 0.089
H 1.2694 13.8749 39.1514 0.070
H -3.7972 12.6546 31.7327 0.105
C -1.8528 11.7933 31.2159 -0.378
C -1.8761 11.0885 32.6069 -0.022
H -0.6300 13.8187 37.9975 0.070
H 0.4335 13.7405 33.7989 0.082
H -0.3909 10.4814 35.2975 0.098
H -2.4416 14.1361 29.4579 0.089
C -0.4263 12.3924 30.8667 -0.017
H -1.7350 10.6195 36.4624 0.083
H 0.9781 12.4198 40.2132 0.075
N -2.2323 16.1836 30.0483 -0.065
C -2.8256 17.0348 31.1169 -0.099
H 1.8425 14.3136 36.7780 0.104
H -1.8875 12.6610 38.0472 0.086
C -0.9457 16.0987 27.8289 -0.201
O -0.1335 10.4064 38.4489 -0.009
H -4.7347 12.1439 29.4370 0.122
H 3.7515 10.9966 39.2566 0.084
O -1.0238 15.0220 33.0221 -0.148
H -1.1997 17.7458 29.2196 0.127
H -2.0443 17.7425 31.3939 0.130
C -3.7133 10.0245 28.3957 -0.024
O -1.1764 14.5761 30.9749 -0.295
H 0.4466 15.2871 29.8771 0.084
H 0.3738 15.8004 31.6105 0.114
H 1.0875 12.2401 34.7920 0.122
H -3.9299 12.7863 28.0449 0.125
H -2.8336 10.6092 32.8105 0.092
C -1.8024 16.9102 28.8637 -0.110
H 2.8190 13.6743 35.4959 0.114
H -1.1600 12.4417 28.0037 0.015
H -1.6704 13.6852 36.6060 0.081
H 2.2712 10.4247 39.9156 0.069
C -0.1925 12.1332 36.7030 -0.471
H 3.3817 13.2354 37.8377 0.110
H -0.8375 10.7648 27.7850 0.093
H -1.7223 11.7693 35.2448 0.056
H -0.2104 13.4898 27.3873 0.078
C -0.6386 13.7958 33.6102 -0.160
H -4.4082 10.4021 27.6456 0.088
C -0.8446 14.0265 26.6817 -0.107
H 0.1174 12.6668 31.7707 0.059
O -1.6908 14.9836 27.3563 -0.159
H -3.7306 16.8216 33.0110 0.138
H -5.8829 15.1928 32.8785 0.096
H -0.4453 13.2470 30.1904 0.068
C -3.5081 16.1628 32.1716 -0.184
H -2.6280 17.3009 28.2689 0.123
C -1.0313 11.1750 35.8425 -0.040
C -5.3675 14.6147 32.1115 -0.055
C 0.7999 12.7698 35.7002 -0.155
C 1.6287 12.9006 39.4828 -0.039
H 2.7347 9.7904 38.3782 0.086
H -1.0931 10.3317 32.6546 0.093
C 2.7602 12.5140 37.3074 -0.173
H -2.8111 15.3594 32.4102 0.088
H -2.1848 9.0034 30.2629 0.102
C -2.8464 12.9700 31.3031 -0.110
C -2.8317 11.1854 28.8813 -0.493
H -0.5596 11.0419 39.0288 0.079
O -1.5292 9.6997 30.1799 0.003
C -3.7469 12.3687 29.0349 -0.097
H -1.4818 13.3260 26.1420 0.082
H -1.7631 15.1142 30.4384 -0.113
C 2.1000 13.3879 36.2635 -0.162
H -4.0866 14.2082 29.9534 0.106
H -6.0529 14.2237 31.3596 0.100
H -3.0495 9.3172 27.8985 0.078
C 0.1835 15.0003 30.8952 -0.049
C -1.1563 13.1005 37.3688 -0.019
H 0.3090 13.5870 35.1716 0.038
H -2.4275 13.7695 31.9141 0.093
H -1.8915 11.8353 33.4007 0.034
H 3.4727 11.8206 36.8606 0.115
C 1.8676 11.8434 38.3608 -0.446
H 2.5773 13.0307 40.0037 0.080
C 2.7407 10.7041 38.9724 -0.045
H -0.6644 16.7328 26.9881 0.120
```

Results
LUMO energy (eV): 0.64
HOMO level (Eh): -0.276
Energy (Ha): -1642.40349